--- P ---
Here is C10H17N2 as an isolated structure from the Open Molecules 2025 dataset. Energies are from wB97M-V/def2-TZVPD.

The calculation puts the lowest unoccupied orbital energy at -0.1093 Ha. The calculation puts the HOMO energy at -12.050 eV. The charge is +1. For the gap between HOMO and LUMO, the calculation gives 0.33355 Ha.

```
29
Properties=species:S:1:pos:R:3:nbo_charge:R:1
C -3.27 1.52 -0.59 -0.247
C -3.84 0.44 -0.17 0.073
C -3.18 -0.02 1.03 -0.320
C -1.92 -1.22 0.25 0.027
C -1.22 0.04 -0.28 -0.142
C -2.24 0.96 0.37 -0.064
C 3.06 -1.20 0.51 -0.625
C 3.11 0.12 -0.45 -0.414
C 2.34 1.33 0.17 -0.421
C 0.83 1.40 -0.23 -0.236
N -2.34 -2.14 -0.68 -0.791
N 0.11 0.21 0.21 -0.470
H -3.28 2.08 -1.50 0.252
H -3.53 -0.09 2.10 0.281
H -1.51 -1.65 1.14 0.211
H -1.23 0.11 -1.35 0.223
H 2.38 -1.04 1.37 0.176
H 3.95 -1.27 1.03 0.236
H 2.86 -2.12 0.14 0.220
H 4.16 0.45 -0.55 0.248
H 2.62 -0.13 -1.39 0.193
H 2.62 1.32 1.26 0.226
H 2.71 2.31 -0.22 0.244
H 0.32 2.34 0.12 0.255
H 0.94 1.35 -1.24 0.216
H -2.70 -2.97 -0.57 0.398
H -2.45 -1.69 -1.58 0.382
H 0.13 0.14 1.20 0.433
H 0.57 -0.60 -0.12 0.436
```

=====

--- Q ---
Here is an isolated ion of composition C10H17N2 and charge +1 from the Open Molecules 2025 dataset. Energies are from wB97M-V/def2-TZVPD.

The calculation puts the lowest unoccupied orbital energy at -0.1337 Ha. As for the SMILES: CC(C)[C@@H]([NH3+])Nc1ccccc1. The calculation puts the HOMO energy at -11.631 eV. The charge is +1. For the gap between HOMO and LUMO, the calculation gives 0.29374 Ha.

```
29
Properties=species:S:1:pos:R:3:nbo_charge:R:1
C -1.11 2.15 1.69 -0.584
C 0.23 2.08 1.04 -0.251
C 1.36 2.52 2.03 -0.612
C 0.44 0.65 0.56 0.158
N 0.30 -0.50 1.69 -0.786
N -0.52 0.31 -0.53 -0.592
C -0.44 -0.84 -1.28 0.156
C -1.48 -1.26 -2.06 -0.269
C -1.35 -2.41 -2.81 -0.126
C -0.11 -3.02 -2.99 -0.251
C 0.90 -2.53 -2.24 -0.154
C 0.80 -1.54 -1.31 -0.343
H -1.14 1.44 2.43 0.170
H -1.85 1.95 1.04 0.206
H -1.14 3.16 2.16 0.246
H 0.23 2.78 0.18 0.258
H 0.95 2.40 3.02 0.207
H 1.65 3.59 1.95 0.253
H 2.16 1.85 2.03 0.203
H 1.35 0.41 -0.02 0.238
H 1.29 -0.60 2.26 0.457
H 0.31 -1.45 1.26 0.462
H -0.55 -0.42 2.40 0.466
H -1.36 0.72 -0.52 0.383
H -2.46 -0.80 -1.95 0.219
H -2.21 -2.84 -3.19 0.224
H 0.14 -3.90 -3.60 0.242
H 1.95 -2.90 -2.28 0.219
H 1.68 -1.00 -0.99 0.200
```

=====

Which of them is the most stable? Correct choice: Q.

=====

--- P ---
Here is one molecule with the formula C5H10FN from the Open Molecules 2025 dataset. Energies are from wB97M-V/def2-TZVPD.

The calculation puts the lowest unoccupied orbital energy at 0.0386 Ha. As for the SMILES: C[C@@]1(CF)CCN1. The calculation puts the HOMO energy at -9.223 eV. For the gap between HOMO and LUMO, the calculation gives 0.37753 Ha.

```
17
Properties=species:S:1:pos:R:3:nbo_charge:R:1
C -1.08 -0.07 -1.47 -0.621
C -0.07 0.08 -0.32 0.078
C 0.30 1.57 -0.18 0.041
F 1.06 1.73 0.98 -0.380
C -0.58 -0.58 0.96 -0.425
C 0.82 -1.20 1.15 -0.218
N 1.16 -0.83 -0.26 -0.611
H -0.71 0.43 -2.38 0.208
H -1.15 -1.14 -1.69 0.227
H -2.07 0.31 -1.18 0.217
H -0.57 2.23 -0.11 0.171
H 0.90 1.95 -1.02 0.169
H -0.97 0.09 1.72 0.214
H -1.27 -1.38 0.70 0.207
H 0.82 -2.27 1.37 0.182
H 1.40 -0.71 1.94 0.187
H 2.02 -0.23 -0.20 0.355
```

=====

--- Q ---
Here is C5H10FN as an isolated structure from the Open Molecules 2025 dataset. Energies are from wB97M-V/def2-TZVPD.

The calculation puts the lowest unoccupied orbital energy at 0.0359 Ha. The calculation puts the HOMO energy at -9.643 eV. For the gap between HOMO and LUMO, the calculation gives 0.39030 Ha.

```
17
Properties=species:S:1:pos:R:3:nbo_charge:R:1
C -0.90 1.47 1.07 -0.626
C -0.82 -0.05 1.22 -0.427
C 0.04 -0.78 0.09 0.364
C -0.16 -0.54 -1.43 -0.268
C 1.42 -0.26 -0.19 -0.282
H -1.71 1.50 0.18 0.211
H -1.26 2.23 1.95 0.221
H 0.02 1.97 0.93 0.217
H -1.82 -0.51 1.13 0.214
H -0.25 -0.38 2.12 0.213
H 0.06 -1.57 -1.88 0.175
H -1.20 -0.50 -1.72 0.202
H 1.47 -0.03 -2.25 0.353
H 2.32 0.43 0.32 0.211
H 1.89 -1.17 -0.47 0.195
N 0.93 0.36 -1.50 -0.596
F -0.05 -2.16 0.43 -0.377
```

=====

Which of them is the most stable? Correct choice: P.

=====

--- P ---
Here is a 2-piece molecular cluster, C5H10FN overall from the Open Molecules 2025 dataset. Energies are from wB97M-V/def2-TZVPD.

The calculation puts the lowest unoccupied orbital energy at 0.0229 Ha. As for the SMILES: CC#N.CCCF. The calculation puts the HOMO energy at -11.077 eV. For the gap between HOMO and LUMO, the calculation gives 0.42998 Ha.

```
17
Properties=species:S:1:pos:R:3:nbo_charge:R:1
C -1.28 2.92 -2.55 -0.724
C -1.03 1.53 -2.30 0.295
N -0.83 0.43 -2.09 -0.341
H -0.59 3.52 -1.95 0.256
H -2.31 3.17 -2.27 0.256
H -1.13 3.14 -3.60 0.257
C 0.37 -1.56 2.58 -0.608
C 0.82 -0.72 1.39 -0.434
C 0.75 -1.51 0.09 0.059
F 1.70 -2.51 0.10 -0.380
H 0.46 -1.00 3.51 0.206
H -0.67 -1.85 2.46 0.200
H 0.98 -2.46 2.65 0.214
H 1.84 -0.38 1.54 0.204
H 0.18 0.16 1.28 0.204
H 0.96 -0.88 -0.78 0.178
H -0.22 -2.00 -0.04 0.157
```

=====

--- Q ---
Here is one molecule with the formula C5H10FN from the Open Molecules 2025 dataset. Energies are from wB97M-V/def2-TZVPD.

The calculation puts the lowest unoccupied orbital energy at 0.0320 Ha. As for the SMILES: C/C(=C/CF)CN. The calculation puts the HOMO energy at -9.332 eV. For the gap between HOMO and LUMO, the calculation gives 0.37501 Ha.

```
17
Properties=species:S:1:pos:R:3:nbo_charge:R:1
C 0.20 -1.82 -0.26 -0.658
C -0.07 -0.35 0.07 -0.011
C -1.22 0.20 0.61 -0.219
C -1.63 1.59 0.99 0.017
F -2.94 1.89 0.73 -0.353
C 1.24 0.40 -0.08 -0.266
N 1.80 0.29 -1.41 -0.807
H 1.15 -2.21 0.14 0.219
H -0.43 -2.51 0.23 0.229
H 0.13 -2.02 -1.33 0.218
H -2.13 -0.33 0.85 0.204
H -1.46 1.57 2.04 0.174
H -0.95 2.26 0.43 0.168
H 1.36 1.54 0.23 0.209
H 2.08 -0.17 0.55 0.198
H 1.06 0.47 -2.08 0.340
H 1.83 -0.79 -1.70 0.338
```

=====

Which of them is the most stable? Correct choice: P.

=====

--- P ---
Here is one molecule with the formula C2HN5O from the Open Molecules 2025 dataset. Energies are from wB97M-V/def2-TZVPD.

The calculation puts the lowest unoccupied orbital energy at -0.0704 Ha. As for the SMILES: O=c1nncnnn1. The calculation puts the HOMO energy at -10.301 eV. For the gap between HOMO and LUMO, the calculation gives 0.30819 Ha.

```
9
Properties=species:S:1:pos:R:3:nbo_charge:R:1
O -1.56 -0.86 1.00 -0.470
C -1.23 -0.51 -0.16 0.685
N -1.17 0.81 -0.71 -0.092
N -0.11 1.35 -0.46 -0.121
C 0.81 0.78 0.43 0.169
N 1.30 -0.49 0.48 -0.244
N 0.96 -1.31 -0.61 0.091
N -0.30 -1.11 -1.05 -0.229
H 1.31 1.35 1.08 0.211
```

=====

--- Q ---
Here is one molecule with the formula C2HN5O from the Open Molecules 2025 dataset. Energies are from wB97M-V/def2-TZVPD.

The calculation puts the lowest unoccupied orbital energy at -0.0906 Ha. As for the SMILES: O=c1nncnnn1. The calculation puts the HOMO energy at -10.448 eV. For the gap between HOMO and LUMO, the calculation gives 0.29332 Ha.

```
9
Properties=species:S:1:pos:R:3:nbo_charge:R:1
O -0.42 1.87 -1.17 -0.459
C -0.08 0.72 -0.87 0.670
N -0.64 -0.61 -1.03 -0.135
N -1.04 -1.48 -0.18 -0.112
C -0.62 -1.12 1.09 0.191
N 0.27 -0.24 1.53 -0.295
N 1.36 0.24 0.90 0.083
N 1.28 0.57 -0.37 -0.157
H -0.98 -1.81 1.98 0.215
```

=====

Which of them is the most stable? Correct choice: Q.

=====

--- P ---
Here is a 2-piece molecular cluster, C2H8N3S overall from the Open Molecules 2025 dataset. Energies are from wB97M-V/def2-TZVPD.

The calculation puts the lowest unoccupied orbital energy at -0.1658 Ha. The calculation puts the HOMO energy at -13.050 eV. The charge is +1. For the gap between HOMO and LUMO, the calculation gives 0.31379 Ha.

```
14
Properties=species:S:1:pos:R:3:nbo_charge:R:1
C -1.28 -0.18 -0.08 0.447
C 0.89 -0.70 -0.73 -0.482
N -1.58 1.05 0.16 -0.740
N 2.55 1.03 0.17 -1.018
N -2.08 -1.12 0.34 -0.777
S 2.14 -0.61 0.42 0.643
H 0.63 -1.76 -0.51 0.231
H 1.01 -0.30 -1.75 0.260
H -1.03 1.80 0.07 0.417
H -2.55 1.19 0.76 0.380
H 2.92 1.65 0.86 0.416
H 3.26 1.01 -0.66 0.394
H -2.00 -2.15 0.10 0.437
H -2.89 -0.90 0.86 0.391
```

=====

--- Q ---
Here is an isolated ion of composition C2H8N3S and charge +1 from the Open Molecules 2025 dataset. Energies are from wB97M-V/def2-TZVPD.

The calculation puts the lowest unoccupied orbital energy (alpha / beta) at -0.1665 / -0.1665 Ha. As for the SMILES: N/[NH+]=C\[C@@H]([NH3+])[S-]. The calculation puts the HOMO energy (alpha / beta) at -12.060 / -12.060 eV. The charge is +1. For the gap between HOMO and LUMO (alpha / beta), the calculation gives 0.27667 / 0.27665 Ha.

```
14
Properties=species:S:1:pos:R:3:nbo_charge:R:1
N 0.98 1.73 -0.59 -0.649
N 1.14 0.96 0.55 -0.227
C 0.27 0.07 0.83 0.105
C -0.88 -0.19 -0.18 -0.284
N -1.82 -1.29 0.11 -0.696
S -1.97 1.31 -0.23 -0.376
H -0.13 1.84 -0.66 0.409
H 1.75 2.16 -1.02 0.422
H 2.03 1.03 1.05 0.445
H 0.02 -0.18 1.85 0.238
H -0.33 -0.41 -1.19 0.255
H -2.32 -1.66 -0.66 0.455
H -2.63 -0.97 0.82 0.478
H -1.31 -2.07 0.54 0.425
```

=====

--- R ---
Here is an isolated ion of composition C2H8N3S and charge +1 from the Open Molecules 2025 dataset. Energies are from wB97M-V/def2-TZVPD.

The calculation puts the lowest unoccupied orbital energy at -0.1458 Ha. As for the SMILES: N[C@@H]1N[NH2+]CS1. The calculation puts the HOMO energy at -13.400 eV. The charge is +1. For the gap between HOMO and LUMO, the calculation gives 0.34666 Ha.

```
14
Properties=species:S:1:pos:R:3:nbo_charge:R:1
N -2.09 0.36 0.94 -0.797
C -0.81 -0.08 0.71 0.070
N -0.06 0.91 -0.03 -0.441
N 1.21 0.43 -0.40 -0.357
C 1.03 -0.77 -1.16 -0.346
S -0.38 -1.72 -0.33 0.114
H -2.53 0.64 0.11 0.402
H -2.53 -0.42 1.49 0.410
H -0.08 -0.42 1.62 0.184
H 0.08 1.58 0.70 0.386
H 1.73 0.21 0.51 0.418
H 1.78 1.23 -0.83 0.467
H 0.77 -0.61 -2.18 0.249
H 1.89 -1.32 -1.16 0.239
```

=====

Which of them is the most stable? Correct choice: R.

=====

--- P ---
Here is one molecule with the formula BH4NO2 from the Open Molecules 2025 dataset. Energies are from wB97M-V/def2-TZVPD.

The calculation puts the lowest unoccupied orbital energy at 0.0023 Ha. As for the SMILES: NB(O)O. The calculation puts the HOMO energy at -9.936 eV. For the gap between HOMO and LUMO, the calculation gives 0.36743 Ha.

```
8
Properties=species:S:1:pos:R:3:nbo_charge:R:1
N -1.51 0.02 0.26 -1.060
B 0.24 0.03 -0.06 1.184
O 0.77 -1.20 0.13 -0.902
O 0.83 1.28 0.13 -0.885
H -1.95 -0.68 -0.39 0.350
H -1.83 0.79 -0.38 0.344
H 1.68 -1.35 0.18 0.491
H 1.78 1.11 0.14 0.478
```

=====

--- Q ---
Here is one molecule with the formula BH4NO2 from the Open Molecules 2025 dataset. Energies are from wB97M-V/def2-TZVPD.

The calculation puts the lowest unoccupied orbital energy at 0.0143 Ha. As for the SMILES: NB(O)O. The calculation puts the HOMO energy at -10.305 eV. For the gap between HOMO and LUMO, the calculation gives 0.39296 Ha.

```
8
Properties=species:S:1:pos:R:3:nbo_charge:R:1
N -0.61 1.23 0.07 -1.125
B -0.12 -0.08 0.03 1.201
O -0.78 -1.24 0.03 -0.909
O 1.62 -0.23 -0.03 -0.941
H -1.51 1.67 0.03 0.416
H 0.18 1.87 -0.07 0.413
H -0.40 -2.07 0.02 0.506
H 1.62 -1.15 -0.08 0.440
```

=====

Which of them is the most stable? Correct choice: Q.